DFT (ωB97M-V/def2-TZVPD) results for one molecule with the formula C27H35N3O5.

Geometry as XYZ:
```
70
Properties=species:S:1:pos:R:3:forces:R:3
C 5.39993 -1.94469 3.30990 -0.03 -0.07 -0.02
C 4.21353 -1.47977 2.52042 -0.01 0.05 0.00
C 4.30004 -1.29812 1.14597 -0.03 -0.06 0.04
C 3.20615 -0.87894 0.41324 -0.20 -0.10 0.09
C 1.99504 -0.61809 1.04302 -0.01 -0.13 0.05
C 1.89521 -0.82284 2.41272 0.00 -0.02 -0.10
C 2.99356 -1.24402 3.14018 0.02 -0.03 -0.01
H 2.90095 -1.38652 4.20756 0.00 0.00 0.12
H 0.96069 -0.63677 2.92010 -0.08 0.06 0.08
C 0.79624 -0.18475 0.21953 -0.04 -0.23 0.12
N 1.14974 0.73226 -0.85672 -0.01 0.11 0.35
C 1.21791 0.40182 -2.16174 -0.14 -0.46 -0.37
O 1.44155 1.21589 -3.04186 0.05 -0.03 -0.31
C 0.92246 -1.04710 -2.60089 0.23 0.12 0.17
N -0.45782 -1.12907 -3.02609 -0.02 0.11 -0.25
C -1.45209 -1.60748 -2.25700 0.22 0.12 -0.28
O -1.27095 -2.13763 -1.16473 -0.16 -0.22 -0.03
C -2.79584 -1.46231 -2.82533 -0.93 -0.50 0.73
C -4.00299 -1.89773 -2.33809 0.92 0.17 -0.18
C -4.97788 -1.46823 -3.26230 0.17 0.30 -0.46
C -4.29833 -0.80461 -4.24017 -0.80 -0.21 0.19
O -2.98420 -0.79474 -3.98901 0.52 0.12 -0.09
H -4.63015 -0.31297 -5.13350 0.07 0.09 -0.13
H -6.03456 -1.62899 -3.20785 -0.23 0.00 -0.06
H -4.15397 -2.46326 -1.44183 0.05 -0.10 0.21
H -0.69819 -0.61799 -3.86278 -0.06 -0.05 0.05
H 1.56048 -1.24226 -3.46708 -0.04 0.07 0.20
H 1.10657 -1.80493 -1.84163 -0.02 0.03 -0.09
C 1.43535 2.12054 -0.51846 0.35 0.48 0.10
H 1.71861 2.60882 -1.45324 -0.05 -0.01 0.21
H 0.53735 2.59289 -0.11242 0.12 0.00 -0.09
C 2.55843 2.29507 0.49447 -0.40 0.23 0.13
C 2.82058 3.76966 0.84580 -0.06 -0.30 -0.09
H 2.60583 4.39797 -0.01854 -0.05 0.04 -0.03
H 2.20006 4.09188 1.67786 -0.07 0.05 0.01
C 4.32098 3.78708 1.17366 0.07 -0.12 -0.07
H 4.50559 3.97225 2.23012 0.04 0.05 0.01
H 4.84118 4.54809 0.59483 0.02 0.04 0.04
C 4.79218 2.37327 0.77500 0.31 0.07 0.28
H 4.92285 1.74696 1.67120 0.02 0.02 -0.08
H 5.71951 2.36933 0.20098 -0.01 -0.02 0.08
O 3.78355 1.82835 -0.03848 -0.18 0.10 -0.43
H 2.32186 1.74571 1.41690 0.07 0.10 -0.10
H 0.37189 -1.08882 -0.22269 0.08 0.26 0.01
C -0.33028 0.42565 1.08457 0.03 -0.45 -0.36
O -0.20035 1.42919 1.75914 0.20 0.34 0.24
N -1.47101 -0.27592 1.01017 -0.33 -0.25 0.03
H -1.53028 -1.08756 0.40429 0.19 0.11 -0.04
C -2.69764 0.11559 1.67302 -0.07 -0.02 -0.05
C -3.72375 0.59373 0.64166 0.05 0.26 0.30
C -5.03539 0.97141 1.32260 -0.07 -0.25 -0.22
C -5.58800 -0.21132 2.11164 0.03 0.28 0.23
C -4.56967 -0.67858 3.14681 -0.08 -0.26 -0.22
C -3.25702 -1.06221 2.47069 0.04 0.33 0.23
H -2.52587 -1.37667 3.21762 0.06 -0.06 -0.05
H -3.42391 -1.90055 1.78979 0.01 -0.11 -0.05
H -4.38584 0.12604 3.86191 -0.01 0.02 0.09
H -4.96326 -1.53433 3.69883 0.01 0.04 0.09
H -6.51783 0.07433 2.60720 -0.06 -0.06 -0.04
H -5.81210 -1.03207 1.42631 -0.07 -0.07 -0.04
H -5.76045 1.29243 0.57189 -0.01 0.10 0.03
H -4.86120 1.80937 2.00077 -0.03 0.10 0.02
H -3.31909 1.45121 0.09992 0.06 -0.04 -0.07
H -3.89996 -0.20813 -0.08022 0.02 -0.03 -0.07
H -2.44101 0.94021 2.34660 -0.07 -0.10 -0.06
H 3.30185 -0.73104 -0.65138 0.05 0.07 -0.08
H 5.23779 -1.48188 0.64159 0.12 -0.01 -0.05
H 5.34999 -1.58433 4.33492 0.06 0.01 0.07
H 5.42546 -3.03478 3.33709 0.08 -0.06 0.05
H 6.32641 -1.59840 2.85739 0.09 0.00 0.02
```
Forces are in eV/Å.

Its HOMO-LUMO gap is 9.024 eV. The calculation puts the energy above the lowest of the compared OMol25 structures with the same formula, charge and spin at 1.01 kcal per mole. As for the SMILES: Cc1ccc([C@@H](C(=O)NC2CCCCC2)N(C[C@@H]2CCCO2)C(=O)CNC(=O)c2ccco2)cc1. For the total energy, the calculation gives -1590.3799 a.u. Its total charge is 0.

DFT (ωB97M-V/def2-TZVPD) results for C20H15N3O2PtS as an isolated structure.

Geometry as XYZ:
```
42
Properties=species:S:1:pos:R:3:forces:R:3
Pt 0.13373 -0.08163 0.01902 -0.11 0.16 0.28
C -0.42325 0.90569 -3.04381 -0.21 0.04 0.03
N -0.08997 1.26437 -1.66251 -0.07 -0.37 0.37
C -0.09881 2.51463 -1.30146 0.02 0.06 -0.05
C 0.14533 2.87993 0.02654 -0.06 0.31 0.11
C 0.33280 4.13057 0.64525 0.01 -0.09 -0.12
C 0.62168 3.86352 1.97448 -0.01 -0.07 0.10
C 0.59657 2.46477 2.12430 0.05 0.08 0.18
N 0.31093 1.88778 0.96221 -0.15 -0.46 -0.45
C -1.91766 0.92942 -3.27739 0.15 -0.01 0.03
C -2.52395 2.03347 -3.86521 -0.02 -0.04 0.05
C -3.90271 2.08004 -4.01529 0.00 0.06 -0.03
C -4.68539 1.02175 -3.58065 -0.03 0.02 0.01
C -4.08518 -0.08659 -3.00000 0.00 -0.06 0.02
C -2.70779 -0.13329 -2.85142 -0.02 0.03 -0.04
H -0.02675 -0.08951 -3.23984 0.04 0.01 0.00
H 0.06754 1.60801 -3.72286 0.03 -0.02 -0.01
H -0.29902 3.28968 -2.04045 0.09 -0.02 -0.04
H 0.29372 5.09171 0.15668 -0.04 0.00 0.02
H 0.83613 4.56841 2.76112 0.00 0.02 -0.04
H 0.80105 1.88731 3.01210 -0.02 -0.04 -0.05
H -1.91658 2.86295 -4.20980 0.01 -0.01 -0.01
H -4.36298 2.94596 -4.47407 -0.01 -0.02 0.00
H -5.76090 1.06083 -3.69515 0.01 -0.01 0.00
H -4.69055 -0.91880 -2.66365 0.00 0.01 -0.01
H -2.23842 -1.00034 -2.40267 0.00 -0.03 -0.01
S -1.85592 -0.90534 0.65289 0.86 0.49 -0.19
O 0.66843 -2.94034 -0.01397 0.07 -0.05 0.32
C 1.37447 -2.50172 0.88173 0.11 -0.10 -0.41
N 1.66632 -1.16175 1.00411 -0.81 0.14 -0.27
C 2.43447 -0.92192 2.13425 0.18 0.07 0.07
O 2.81212 0.15292 2.53145 -0.08 -0.07 0.04
C 2.70508 -2.26282 2.75479 -0.12 -0.15 -0.08
C 3.40095 -2.58517 3.89826 0.01 0.01 -0.02
C 3.40937 -3.92375 4.28397 0.06 0.09 0.05
C 2.74328 -4.88783 3.53798 -0.02 -0.08 -0.03
C 2.05211 -4.55454 2.37518 0.01 -0.04 -0.07
C 2.04879 -3.22820 1.99695 0.10 0.15 0.26
H 3.90579 -1.81760 4.46965 0.00 -0.02 0.03
H 3.93327 -4.21743 5.18455 0.00 -0.01 -0.01
H 2.75815 -5.91651 3.87462 0.00 0.00 -0.03
H 1.53375 -5.30867 1.79811 -0.02 0.03 -0.02
```
Forces are in eV/Å.

Its HOMO-LUMO gap (spin up / spin down) is 8.001 / 5.459 eV. The calculation puts the energy above the lowest of the compared OMol25 structures with the same formula, charge and spin at 0.00 kcal per mole. For the total energy, the calculation gives -1603.3091 a.u. Its total charge is 0. As for the spin multiplicity: 5.

DFT (ωB97M-V/def2-TZVPD) results for a 2-piece molecular cluster, C4H10O overall.

Geometry as XYZ:
```
15
Properties=species:S:1:pos:R:3:forces:R:3
C -2.33329 1.28535 2.77797 3.46 -1.51 -1.08
C -2.39356 0.92896 1.33009 0.37 -1.07 -2.38
H -2.38208 0.51991 3.47286 -1.43 -1.79 1.17
H -2.96583 2.04495 2.84711 -2.88 3.10 1.41
H -1.36552 1.62619 3.09776 0.80 0.75 -0.42
H -1.69659 1.57937 0.69905 -1.09 -0.93 0.72
H -2.28008 -0.14218 1.01246 0.78 0.76 0.71
H -3.42164 1.03260 0.97671 0.01 0.68 -0.12
C 3.09516 -1.92320 -3.07336 -2.38 4.04 4.25
C 2.80604 -0.99959 -2.03660 -0.40 -4.92 -5.08
O 1.50910 -0.82914 -1.76831 -0.64 2.49 3.03
H 4.06212 -2.03919 -3.28872 3.63 -0.66 -0.93
H 2.35938 -2.36442 -3.69542 -0.74 -0.24 -0.13
H 3.45562 -0.50181 -1.39551 1.56 0.63 0.66
H 1.55117 -0.21779 -0.95609 -1.03 -1.34 -1.80
```
Forces are in eV/Å.

Its HOMO-LUMO gap is 9.126 eV. The calculation puts the energy above the lowest of the compared OMol25 structures with the same formula, charge and spin at 60.36 kcal per mole. As for the SMILES: C=CO.CC. For the total energy, the calculation gives -233.5488 a.u. Its total charge is 0.

DFT (ωB97M-V/def2-TZVPD) results for a 3-piece molecular cluster, C33H63BrN7O4P3S2 overall.

Geometry as XYZ:
```
113
Properties=species:S:1:pos:R:3:forces:R:3
C 2.21494 2.70228 1.68460 -0.41 0.39 -0.70
C 1.70810 2.14212 0.50284 0.03 0.00 0.37
C 0.31315 2.55652 -0.11592 1.68 -0.18 -0.15
C -0.86809 2.02326 0.75953 0.01 0.31 0.27
C -1.73299 2.84199 1.43113 0.13 -0.56 -0.59
C -1.63944 4.41062 1.35956 -0.27 -0.38 0.21
C -2.02984 4.96768 -0.05705 -0.47 0.43 0.09
C -3.52153 4.60517 -0.50196 1.41 0.42 -0.41
S -3.42581 3.43912 -1.95765 -0.02 -0.15 0.34
C -2.84419 2.16734 2.31268 0.91 0.38 -0.97
O -3.10840 2.66751 3.38014 -0.31 -0.32 -0.60
C -3.46228 0.87226 1.72743 -0.42 -2.04 -1.02
C -2.52132 -0.00947 0.99307 -1.62 0.09 0.54
C -2.98517 -1.26630 0.44170 -1.17 1.42 1.23
C -4.39713 -1.63943 0.62078 0.40 1.52 0.32
P -4.84243 -3.32543 -0.09808 1.68 -0.22 0.92
S -3.25703 -4.47919 -0.17500 -0.27 0.17 -0.28
C -5.37662 -0.77273 1.30923 2.33 -0.03 -0.94
C -6.83251 -1.31291 1.41462 -0.20 -0.36 0.36
N -7.88606 -0.28525 1.33720 -0.03 -0.72 -0.40
C -8.15562 0.15847 -0.05354 -0.81 1.26 0.01
C -4.88416 0.49859 1.86372 1.17 0.05 -0.39
C -5.84238 1.48081 2.60426 -0.16 -0.79 0.33
C -6.34353 0.79833 3.94868 -1.03 0.52 -0.49
C -7.60890 1.56093 4.50590 -0.04 0.02 0.41
Br -4.88625 0.74189 5.31646 -0.62 -0.06 -0.59
C -1.03376 0.46537 0.83877 -1.12 1.03 0.03
O -0.10195 -0.29350 0.75139 -0.57 0.22 -0.21
H 2.28984 2.11848 2.63718 1.75 0.12 -1.44
H 2.57230 3.77161 1.64815 -2.08 -0.43 0.83
H 2.34117 1.39591 -0.04090 -1.60 -0.81 1.37
H 0.22558 2.02982 -1.10722 0.08 0.86 0.64
H 0.33341 3.67086 -0.20759 -0.52 -0.90 -0.05
H -0.60653 4.75403 1.65554 -1.00 -0.43 -0.37
H -2.35542 4.86877 2.10014 0.74 -0.64 -0.60
H -1.35491 4.63754 -0.88656 -0.45 0.27 0.97
H -1.94856 6.09171 -0.02200 -0.02 -1.07 0.09
H -4.14941 4.19958 0.32786 0.52 0.31 -0.72
H -3.95118 5.55150 -0.93311 0.04 -1.16 0.52
H -2.21885 2.80152 -1.76746 -0.80 0.60 0.29
H -2.25456 -1.91664 -0.09442 -0.88 0.46 0.59
H -5.75041 -3.97957 0.80075 -0.14 0.82 -0.73
H -5.40806 -3.13999 -1.38923 -0.44 0.14 0.63
H -6.91077 -1.85221 2.40647 -0.01 0.59 -0.93
H -7.07890 -2.10288 0.63974 0.83 0.68 0.57
H -8.75741 -0.71573 1.66260 0.56 0.25 0.08
H -7.27569 0.08947 -0.73885 -0.68 -0.22 0.67
H -9.07524 -0.34211 -0.47625 1.16 0.23 0.13
H -8.42835 1.25515 0.00573 0.34 -1.04 -0.26
H -5.38732 2.46714 2.86162 -0.04 -1.01 -0.21
H -6.72927 1.70944 1.94751 0.80 -0.51 0.82
H -6.61670 -0.27662 3.78786 0.48 1.13 0.15
H -7.55713 1.71481 5.62039 0.05 -0.18 -1.17
H -7.71482 2.57358 4.02444 0.14 -1.01 0.46
H -8.54903 0.96873 4.31351 1.00 0.60 -0.02
O 2.00055 1.48525 -4.26947 -4.13 0.08 1.42
P 1.57357 0.06303 -4.61419 7.89 -1.27 -2.88
N 2.81834 -0.66637 -3.66098 0.30 -0.44 1.15
C 3.66354 -1.79334 -4.00786 -0.14 -0.31 -0.48
C 2.64246 -0.52709 -2.21542 -0.26 0.59 0.09
N 2.09033 0.17519 -6.26218 -0.18 0.29 -0.47
C 2.98524 -0.75582 -6.92677 -0.41 -0.56 -0.24
C 2.35499 1.51280 -6.79085 -0.16 0.24 0.25
N 0.89152 -1.52332 -4.99726 -3.23 1.73 0.84
C -0.27686 -1.37335 -5.91253 -0.12 -0.07 -0.62
C 0.35581 -2.29318 -3.85364 0.40 -0.37 0.47
H 3.11533 -2.71700 -4.23073 -0.01 -0.09 -0.05
H 4.36517 -2.02956 -3.20447 -0.25 0.22 0.18
H 4.29971 -1.57028 -4.86311 -0.15 0.01 -0.10
H 1.77550 -1.08664 -1.84607 0.03 -0.07 0.27
H 2.48730 0.52234 -1.94945 -0.04 -0.05 -0.15
H 3.51783 -0.85512 -1.65133 0.03 -0.05 -0.21
H 4.03426 -0.55241 -6.68353 0.03 0.00 0.01
H 2.88534 -0.66744 -8.01420 -0.04 0.14 0.04
H 2.75526 -1.79702 -6.70172 0.04 0.10 0.25
H 3.31277 1.90304 -6.42649 -0.04 0.11 0.00
H 1.56450 2.20971 -6.51671 0.17 -0.03 0.13
H 2.38743 1.50614 -7.88441 0.02 -0.33 0.03
H -1.07327 -0.78643 -5.44196 -0.11 -0.20 -0.03
H -0.68008 -2.35058 -6.18599 0.09 -0.05 0.23
H -0.01091 -0.87994 -6.84513 0.24 0.06 0.20
H -0.34396 -1.70155 -3.25660 -0.10 -0.16 0.01
H 1.14075 -2.66533 -3.19723 0.14 0.29 -0.06
H -0.16130 -3.18884 -4.20508 -0.04 0.22 -0.20
O 3.82040 -0.04827 1.66600 -0.08 2.58 3.42
P 4.64740 -0.86315 2.65259 0.88 -5.76 -6.20
N 6.04403 -0.89494 1.62989 1.18 0.65 -0.32
C 6.91622 -2.01961 1.34703 -0.05 -0.48 0.32
C 6.72961 0.38954 1.48632 -0.56 0.45 -0.06
N 3.72421 -2.30600 2.42385 -0.48 -0.18 0.15
C 4.26990 -3.60593 2.07567 0.22 -0.32 0.65
C 2.42362 -2.16825 1.76813 -0.11 0.38 0.03
N 5.52881 -1.70026 3.93795 -1.52 2.66 2.13
C 4.62858 -1.94666 5.10173 -0.34 -0.49 0.25
C 6.67639 -0.97231 4.51919 0.64 0.06 -0.31
H 7.39601 -2.45284 2.23323 0.04 -0.09 0.05
H 7.71808 -1.74151 0.65906 -0.12 0.33 0.11
H 6.38609 -2.81940 0.83226 -0.10 -0.02 0.15
H 7.19796 0.72186 2.42004 0.22 0.11 -0.03
H 6.02230 1.16821 1.18391 -0.04 -0.10 0.09
H 7.50150 0.36501 0.71487 -0.07 -0.24 0.05
H 4.47899 -3.68266 1.00235 0.01 0.00 -0.03
H 3.55181 -4.39633 2.31958 -0.10 0.12 -0.03
H 5.16949 -3.85220 2.63978 0.08 0.23 -0.12
H 2.53797 -2.02356 0.68698 -0.12 0.09 0.00
H 1.86049 -1.33160 2.17661 0.13 0.03 -0.21
H 1.80203 -3.05462 1.92515 0.29 -0.14 0.10
H 4.26326 -1.00413 5.52383 0.11 -0.08 0.18
H 5.15309 -2.49838 5.88461 0.19 0.13 -0.10
H 3.76096 -2.54586 4.83363 0.12 0.11 -0.27
H 6.40138 0.03949 4.83015 0.10 -0.04 0.15
H 7.51888 -0.90572 3.83245 -0.23 0.04 -0.23
H 7.06691 -1.50676 5.38815 -0.29 -0.05 -0.01
```
Forces are in eV/Å.

Its HOMO-LUMO gap is 6.171 eV. As for the SMILES: C=CCC1=C(CCCS)C(=O)c2c(cc([PH2]=S)c(CNC)c2C[C@H](C)Br)C1=O.CN(C)P(=O)(N(C)C)N(C)C.CN(C)P(=O)(N(C)C)N(C)C. For the total energy, the calculation gives -6373.5386 a.u. Its total charge is 0.

DFT (ωB97M-V/def2-TZVPD) results for C14H17GaN2O6S2 as an isolated structure.

Geometry as XYZ:
```
42
Properties=species:S:1:pos:R:3:forces:R:3
Ga 0.57257 1.27573 0.23985 0.30 0.30 -0.55
C -3.25974 1.68535 1.93367 -0.02 0.01 -0.19
C -1.82022 1.21921 1.96204 -0.12 0.05 0.45
C -1.59936 0.07999 2.95414 0.02 -0.01 -0.02
O -1.41446 0.81381 0.62666 0.14 -0.23 -0.24
C -0.86434 2.35318 2.35535 0.18 -0.06 -0.03
O -1.15984 3.16950 3.18742 0.03 -0.09 -0.08
O 0.32375 2.28873 1.77088 -0.09 -0.05 0.19
H -3.93098 0.83258 1.81103 0.02 0.03 0.00
H -3.41315 2.38134 1.10788 -0.01 0.01 0.05
H -3.48866 2.19634 2.86562 -0.01 -0.03 0.02
H -2.22128 -0.77977 2.69526 0.01 0.08 0.01
H -1.86400 0.42734 3.95233 -0.03 0.00 -0.01
H -0.55721 -0.23953 2.95404 -0.03 0.01 0.02
H -1.84672 -0.02723 0.39338 0.08 -0.15 0.10
N 0.07848 2.81914 -2.44013 0.06 -0.16 0.35
C 0.20555 2.26830 -1.43290 0.04 0.19 -0.27
O -2.34370 -2.17743 0.51478 0.27 -0.05 -0.04
S -1.06745 -2.86772 0.58476 -0.42 0.17 -0.18
O -0.93927 -3.94287 1.51158 0.18 -0.05 0.02
N 0.07125 -1.69628 0.78651 0.03 0.18 -0.26
C 0.62331 -1.41142 -0.35818 0.10 -0.02 0.28
O 1.31799 -0.33238 -0.55422 -0.68 -0.24 0.41
C 0.35837 -2.36974 -1.46395 0.06 0.01 -0.06
C 0.89008 -2.38944 -2.73808 0.02 -0.01 -0.05
C 0.47010 -3.39746 -3.60014 0.01 0.02 -0.01
C -0.45882 -4.34813 -3.18908 0.01 0.00 -0.02
C -1.00278 -4.31639 -1.90799 -0.09 -0.05 0.08
C -0.57631 -3.31223 -1.06870 0.10 0.12 0.09
H 1.61232 -1.64322 -3.04313 -0.04 -0.02 -0.02
H 0.86814 -3.44134 -4.60593 -0.01 -0.01 0.03
H -0.76868 -5.12419 -3.87748 0.02 0.02 0.02
H -1.72862 -5.05180 -1.58437 0.02 0.04 -0.03
C 3.54196 1.83581 -1.21431 0.02 0.04 0.13
S 2.99202 1.92529 0.50503 -0.13 0.00 -0.14
C 2.88419 3.71307 0.70958 -0.04 -0.06 0.06
H 4.60228 2.07402 -1.26131 -0.02 0.02 -0.03
H 2.95785 2.52523 -1.82139 0.00 -0.04 -0.02
H 3.37326 0.81726 -1.55057 0.01 -0.03 -0.02
H 2.17796 4.13288 -0.00524 0.02 0.00 -0.01
H 3.87528 4.14051 0.57414 -0.02 0.03 0.00
H 2.52886 3.89392 1.72116 0.00 0.01 -0.02
```
Forces are in eV/Å.

Its HOMO-LUMO gap is 9.644 eV. The calculation puts the energy above the lowest of the compared OMol25 structures with the same formula, charge and spin at 0.00 kcal per mole. For the total energy, the calculation gives -3825.8951 a.u. Its total charge is 0.